(1)
Density functional theory data (ωB97M-V with the def2-TZVPD basis set) for C16H30AsCl2F4IrN4S as an isolated structure at a distorted geometry.

Structure (ORCA input):
```
! wB97M-V def2-TZVPD RIJCOSX def2/J DEFGRID3
* xyz 3 6
Ir -0.446 -0.149 -0.969
As 2.313 2.812 1.503
Cl -2.826 0.078 -2.034
Cl -2.437 1.430 -4.601
S -0.649 1.382 1.003
F -1.566 -4.104 -4.039
F -1.999 -4.521 1.349
F -2.752 -6.520 -0.184
F -0.656 -2.106 -2.535
N 1.685 -0.311 -1.944
N -0.868 -2.110 0.165
N -1.050 0.267 2.404
N -0.113 1.888 -2.163
C -1.847 -4.390 0.033
C -1.666 -4.231 -2.727
C -2.985 -0.050 -3.781
C -0.691 1.017 3.622
C -2.495 0.000 2.429
C -1.218 -3.195 -1.933
C 3.581 3.639 0.253
C -2.215 -5.379 -2.158
C -1.291 -3.186 -0.512
C 1.287 2.006 -2.590
C 3.462 1.715 2.661
C -0.809 -2.191 1.605
C -2.278 -5.444 -0.771
C 1.748 0.634 -3.074
C 1.767 4.304 2.641
C -0.222 -0.977 2.328
H 4.289 4.191 0.874
H -0.409 2.730 -1.676
H -2.815 -0.488 1.511
H 1.074 0.279 -3.857
H -0.713 1.812 -2.989
H 1.881 2.320 -1.721
H 3.080 4.339 -0.414
H 1.179 5.025 2.074
H 1.414 2.749 -3.386
H -0.040 -1.301 3.356
H 4.124 2.895 -0.328
H -0.162 -3.036 1.886
H 2.932 1.384 3.552
H 0.735 -0.697 1.875
H -2.574 -6.198 -2.767
H 3.860 0.851 2.132
H 1.195 3.968 3.504
H 1.831 -1.260 -2.285
H 0.387 1.178 3.644
H -1.199 1.982 3.626
H -2.746 -0.627 3.285
H -4.050 -0.199 -3.983
H 2.760 0.687 -3.490
H 4.294 2.352 2.964
H -3.047 0.932 2.531
H -0.993 0.463 4.510
H 2.443 -0.108 -1.292
H 2.685 4.788 2.984
H -2.384 -0.891 -4.129
H -1.794 -2.427 2.025
*
```

Values from the calculation:
**Gap between HOMO and LUMO (spin up / spin down)**: 8.039 / 5.893 eV
**Expectation value of S²**: 8.802
**LUMO level (spin up / spin down)**: -0.3022 / -0.4210 hartree
**Maximum force**: 1.51 eV Å⁻¹
**HOMO level (spin up / spin down)**: -16.3 / -17.4 eV
**Energy relative to the best compared isomer or geometry (same formula, charge and spin)**: 0.408 eV
**E**: -133436.070 eV

Atomic partial charges in e from the Mulliken method, atoms 1 to 8:
1. Ir 1.514
2. As 0.510
3. Cl -0.032
4. Cl -0.133
5. S -0.344
6. F -0.255
7. F -0.272
8. F -0.236

---

(2)
Density functional theory data (ωB97M-V with the def2-TZVPD basis set) for one molecule with the formula C4H10O2 at a distorted geometry.

Structure (ORCA input):
```
! wB97M-V def2-TZVPD RIJCOSX def2/J DEFGRID3
* xyz 0 1
O -0.263 1.632 0.195
O 1.409 0.033 -0.104
C -0.175 -1.807 0.044
C -0.192 1.289 -1.329
C -0.674 0.510 0.966
C 0.413 -0.570 0.694
H -1.683 0.205 0.649
H -0.750 0.726 2.048
H -0.792 -2.341 0.775
H 1.269 0.984 0.121
H 0.933 -0.840 1.615
H 0.204 2.230 -1.686
H 0.393 0.503 -1.875
H -0.821 -1.557 -0.807
H 0.618 -2.473 -0.304
H -1.229 1.079 -1.525
*
```

Values from the calculation:
**Gap between HOMO and LUMO**: 10.494 eV
**LUMO level**: 0.0375 hartree
**Maximum force**: 1.77 eV Å⁻¹
**HOMO level**: -9.5 eV
**SMILES**: COC[C@@H](C)O
**Energy relative to the best compared isomer or geometry (same formula, charge and spin)**: 2.679 eV
**E**: -8402.868 eV

Atomic partial charges in e from the Mulliken method, atoms 1 to 8:
1. O -0.537
2. O -0.642
3. C -1.368
4. C -0.775
5. C -0.399
6. C 0.359
7. H 0.287
8. H 0.318